(1)
A structure of composition C24H26AsCdINO2PS4, computed with ωB97M-V/def2-TZVPD.

Element x y z (Å)
Cd 0.9160 -0.8413 0.4483
O 2.1724 0.6866 -5.2102
C 2.1293 0.1602 -4.1348
S 3.1541 -1.2151 -3.6515
C 2.5427 -1.3425 -2.0012
C 1.5921 -0.4921 -1.5969
S 2.1301 -3.0382 0.5689
S 1.0762 0.6467 -2.7880
S 3.3437 -2.6281 -1.0747
I -0.0669 -2.9400 6.0440
C -0.2758 -1.3241 4.7538
C -0.6959 -0.0853 5.2117
C -0.8158 0.9504 4.3002
C -0.5047 0.7135 2.9712
N -0.1064 -0.4786 2.5389
C 0.0088 -1.4781 3.4046
H -0.9257 0.0670 6.2574
H -1.1439 1.9306 4.6112
H -0.5767 1.4933 2.2241
H 0.3456 -2.4297 3.0048
C -3.1493 -2.8960 0.0413
P -1.8350 -1.6508 -0.2294
C -2.6545 -0.0636 0.1317
C -2.0459 1.1073 -0.3256
C -2.5381 2.3477 0.0363
C -3.6404 2.4433 0.8772
C -4.2500 1.2899 1.3394
C -3.7629 0.0434 0.9666
C -1.6811 -1.6852 -2.0437
C -0.6602 -2.4829 -2.5597
C -0.4772 -2.5853 -3.9297
C -1.3065 -1.8837 -4.7916
C -2.3291 -1.0931 -4.2835
C -2.5195 -0.9979 -2.9153
H -3.4231 -2.9622 1.0927
H -2.7395 -3.8594 -0.2607
H -4.0317 -2.6784 -0.5604
H -1.1876 1.0465 -0.9883
H -2.0642 3.2434 -0.3426
H -4.0246 3.4132 1.1634
H -5.1136 1.3541 1.9878
H -4.2562 -0.8464 1.3352
H 0.0151 -3.0010 -1.8872
H 0.3283 -3.1948 -4.3188
H -1.1516 -1.9465 -5.8601
H -2.9740 -0.5416 -4.9555
H -3.3143 -0.3718 -2.5265
C 4.2936 2.6754 2.1858
As 3.3195 1.8369 0.7464
C 2.7009 3.2451 -0.4133
C 4.5712 0.7554 -0.2349
O 2.0667 0.9674 1.3938
H 5.0822 3.3139 1.7917
H 4.7291 1.8954 2.8111
H 3.6017 3.2670 2.7854
H 3.5280 3.8983 -0.6848
H 1.9351 3.8161 0.1099
H 2.2720 2.7967 -1.3112
H 5.4885 1.3157 -0.4111
H 4.1190 0.4587 -1.1854
H 4.7803 -0.1454 0.3416

Computed properties:
- LUMO level: 0.006 hartree
- HOMO energy: -6.625 eV
- Max |F|: 0.31 eV Å⁻¹
- E: -157029.0561 eV
- Frontier orbital gap: 6.8 eV
- Net charge: 0

=====

(2)
A structure of composition C24H26BClMoN6O6S2 in a non-equilibrium geometry, computed with ωB97M-V/def2-TZVPD.

Element x y z (Å)
Mo -0.0640 -0.1063 -0.8222
O 1.7208 0.5878 -0.8828
C 2.5471 0.7902 -1.9061
C 3.9226 0.6341 -1.7548
C 4.7509 0.8082 -2.8384
C 4.2443 1.1796 -4.0908
C 2.8985 1.4159 -4.2214
C 2.0364 1.2316 -3.1311
C 0.6566 1.6381 -3.2319
N -0.2629 1.4517 -2.3571
C -1.5796 2.0328 -2.6578
C -2.5505 0.9160 -2.9769
N -2.5205 0.0255 -1.8304
C -3.0144 -1.1406 -1.9206
C -2.9877 -2.0777 -0.8066
C -3.7124 -3.2650 -0.8926
C -3.7669 -4.1439 0.1710
C -3.0971 -3.8142 1.3464
C -2.3635 -2.6450 1.4492
C -2.2623 -1.7761 0.3646
O -1.5208 -0.6675 0.4505
H 4.3122 0.3305 -0.7941
H 5.8147 0.6463 -2.7224
H 4.9073 1.2917 -4.9370
H 2.4836 1.7292 -5.1732
H 0.3912 2.2054 -4.1251
H -1.5079 2.7373 -3.4878
H -1.9165 2.5655 -1.7690
H -2.2448 0.3982 -3.8923
H -3.5505 1.3296 -3.1302
H -3.4926 -1.4808 -2.8481
H -4.2484 -3.4822 -1.8109
H -4.3257 -5.0665 0.0950
H -3.1488 -4.4818 2.1974
H -1.8444 -2.3982 2.3650
C 3.7786 -1.3096 1.4539
N 3.1466 -0.1622 2.1121
C 3.7419 1.0279 2.4471
C 2.8155 1.7525 3.1251
N 1.6594 1.0170 3.1944
B 0.4231 1.4272 4.0821
N -0.9533 1.2379 3.3366
C -2.0945 0.9436 4.0531
C -3.1629 1.1378 3.2524
N -2.6665 1.5602 2.0361
C -3.4585 1.8912 0.8681
C -1.3218 1.5968 2.0993
S -0.2688 2.0456 0.8083
C 1.8861 -0.1427 2.5759
S 0.7308 -1.3823 2.1746
H 4.8482 -1.2719 1.6490
H 3.5795 -1.3093 0.3831
H 3.3579 -2.2264 1.8585
H 4.7588 1.2553 2.1794
H 2.8752 2.7339 3.5611
H 0.3952 0.7104 5.0564
H 0.5617 2.6003 4.3480
H -2.0418 0.6163 5.0765
H -4.2173 1.0234 3.4316
H -4.5068 1.9055 1.1571
H -3.2974 1.1509 0.0871
H -3.1702 2.8745 0.4998
O 2.8406 -2.1109 -1.5735
Cl 1.8524 -3.2017 -1.1673
O 2.4416 -4.1859 -0.1857
O -0.1281 -1.2943 -1.9764
O 0.8906 -1.3104 0.5689

Computed properties:
- LUMO level (alpha / beta): -0.067 / -0.068 hartree
- HOMO energy (alpha / beta): -5.513 / -5.514 eV
- Relative energy (zero: lowest compared OMol25 entry of this formula, charge and spin): 0.00 kJ/mol
- Max |F|: 2.85 eV Å⁻¹
- E: -83257.2075 eV
- Frontier orbital gap (alpha / beta): 3.7 / 3.7 eV
- Net charge: 0

=====

(3)
A structure of composition C24H26BF6IrN8O7S3 in a non-equilibrium geometry, computed with ωB97M-V/def2-TZVPD.

Element x y z (Å)
Ir -0.1340 -0.0250 -0.1195
C -1.3829 2.6644 -2.0991
C -1.6060 2.6443 -0.6249
C -2.0968 3.6620 0.1891
C -2.1799 3.1282 1.4625
C -2.6139 3.7886 2.7268
N -1.7847 1.8525 1.3925
N -1.4091 1.5543 0.1343
B -1.7485 0.7331 2.4336
N -2.2572 -0.5687 1.7592
N -1.6377 -1.0777 0.6681
C -2.2004 -2.2382 0.3496
C -1.7427 -3.0647 -0.8061
C -3.2220 -2.4903 1.2716
C -3.2217 -1.4205 2.1467
C -4.1185 -1.1741 3.3147
N -0.2967 0.4797 2.8046
N 0.4927 -0.2150 1.9264
C 1.7250 -0.2992 2.4787
C 2.8723 -1.0476 1.9017
C 1.6964 0.3477 3.7085
C 0.4139 0.8362 3.8728
C -0.1498 1.6252 5.0048
H -2.0098 3.4302 -2.5528
H -1.6218 1.6952 -2.5421
H -0.3451 2.8864 -2.3312
H -2.3558 4.6639 -0.1142
H -2.9994 4.7804 2.5030
H -1.7686 3.8903 3.4082
H -3.3874 3.2110 3.2342
H -2.4381 0.9986 3.3737
H -0.8018 -2.6856 -1.2005
H -2.4874 -3.0648 -1.6033
H -1.5906 -4.0952 -0.4869
H -3.8759 -3.3465 1.2995
H -4.8539 -1.9727 3.3790
H -4.6438 -0.2238 3.2099
H -3.5527 -1.1408 4.2471
H 2.5335 -1.8439 1.2532
H 3.4643 -1.4789 2.7072
H 3.5283 -0.3875 1.3284
H 2.5283 0.4705 4.3834
H 0.5775 1.6707 5.8117
H -1.0743 1.1860 5.3788
H -0.3672 2.6432 4.6794
F 1.0159 -0.6992 -3.2090
C 2.2109 -1.2541 -2.8950
F 3.1491 -0.6467 -3.6213
F 2.1542 -2.5393 -3.2417
S 2.5792 -1.1224 -1.0320
O 1.1702 -1.6102 -0.5408
O 3.5722 -2.1846 -0.8715
N 1.5604 2.0410 -1.8596
S 2.2371 2.9038 1.1835
O 3.2462 3.0857 2.2019
O 0.8622 2.7873 1.6487
C 2.1333 4.6667 0.4262
F 1.8338 5.4739 1.4362
F 3.2825 5.0435 -0.1103
F 1.1661 4.7619 -0.4954
O 5.9637 1.4577 -1.4725
S 5.1790 2.5457 -0.9846
O 5.6272 3.2774 0.1549
N 3.6124 1.9730 -0.7021
C 2.8237 2.3935 -1.7090
O 1.2270 1.0935 -1.1091
C 3.4260 3.3625 -2.6551
C 2.8223 4.0396 -3.7010
C 3.5888 4.9523 -4.4140
C 4.9246 5.1778 -4.0887
C 5.5276 4.4900 -3.0441
C 4.7490 3.5928 -2.3422
H 1.7797 3.8666 -3.9350
H 3.1404 5.5000 -5.2331
H 5.4972 5.9013 -4.6544
H 6.5642 4.6571 -2.7808

Computed properties:
- LUMO level: -0.109 hartree
- HOMO energy: -8.063 eV
- Relative energy (zero: lowest compared OMol25 entry of this formula, charge and spin): 681.70 kJ/mol
- Max |F|: 2.09 eV Å⁻¹
- E: -103886.0199 eV
- Frontier orbital gap: 5.1 eV
- Net charge: 0

=====

(4)
A structure of composition C24H26BNO4 in a non-equilibrium geometry, computed with ωB97M-V/def2-TZVPD.

Element x y z (Å)
C -0.8917 -4.8398 4.0491
C -0.2680 -4.3353 2.8167
C 0.3462 -5.0261 1.7841
C 0.9787 -4.0623 0.9620
C 0.7212 -2.7839 1.4644
B 1.5894 -1.4426 2.1434
O 1.7301 -1.6131 3.5848
C 2.6815 -0.6371 3.9438
C 2.8219 0.4324 2.7964
C 3.6659 1.5408 3.3732
C 1.3924 0.8510 2.3530
O 0.7313 -0.3004 1.7982
C 3.2970 -0.2369 1.4790
O 2.9522 -1.5534 1.4750
O -0.1515 -3.0052 2.5900
H -1.1656 -5.8899 3.9112
H -0.1704 -4.8491 4.8894
H -1.7943 -4.2845 4.3353
H 0.3194 -6.1010 1.7119
H 1.5583 -4.2739 0.0804
H 2.3242 -0.1227 4.8458
H 3.6589 -1.1162 4.2014
H 3.4747 2.5229 2.9288
H 3.4134 1.5726 4.4544
H 4.7182 1.2099 3.3348
H 0.8082 1.2151 3.2242
H 1.4870 1.6566 1.5949
H 2.4284 -0.0109 0.4233
H 4.2804 0.0671 1.1055
C 1.0762 -0.6978 -1.4089
C 2.1093 0.1395 -0.7148
N 1.9555 1.5878 -0.8188
C 2.9826 2.4873 -0.4576
C 4.3226 2.2140 -0.2269
C 5.1746 3.2822 0.1015
C 4.6431 4.5636 0.2796
C 3.2794 4.8254 0.1333
C 2.4569 3.8038 -0.3668
C 1.0718 3.7279 -0.7772
C 0.8008 2.3490 -1.0483
C -0.4717 1.9146 -1.3640
C -1.4392 2.8826 -1.6621
C -1.1964 4.2408 -1.3941
C 0.0385 4.6530 -0.8650
H 1.5952 -1.5577 -1.8461
H 0.3190 -1.0965 -0.7372
H 0.6445 -0.1429 -2.2486
H 3.0833 -0.0625 -1.2148
H 4.6960 1.1996 -0.3235
H 6.2594 3.1278 0.1951
H 5.3276 5.3795 0.5551
H 2.8469 5.8070 0.3765
H -0.6905 0.8481 -1.3608
H -2.3996 2.5954 -2.0925
H -1.9746 4.9820 -1.5763
H 0.2023 5.6771 -0.5118

Computed properties:
- LUMO level: -0.059 hartree
- HOMO energy: -7.003 eV
- Relative energy (zero: lowest compared OMol25 entry of this formula, charge and spin): 0.00 kJ/mol
- Max |F|: 5.64 eV Å⁻¹
- E: -35663.8826 eV
- Frontier orbital gap: 5.4 eV
- Net charge: 0

=====

(5)
A structure of composition C24H26CaN4S2Si in a non-equilibrium geometry, computed with ωB97M-V/def2-TZVPD.

Element x y z (Å)
C 1.0485 2.2121 0.2981
C 0.0972 2.3373 -0.7501
C -1.1985 2.2263 -0.1812
H 0.3142 2.5438 -1.7954
C -1.0526 2.0059 1.2141
C 0.3396 2.0073 1.5111
H 0.7806 1.9796 2.5074
H 2.1232 2.3585 0.1985
H -2.1324 2.3958 -0.7126
H -1.8630 1.9666 1.9408
Ca -0.1177 -0.1263 0.1203
C -1.4798 -3.7453 -5.3730
H -2.1855 -3.7589 -4.5363
H -1.7846 -2.9887 -6.1044
H -0.4737 -3.5200 -5.0077
Si -0.1553 -1.1073 -2.8578
C 1.5964 -0.9261 -3.4032
C 2.4015 0.2386 -3.3616
H 2.0415 1.1431 -2.8585
C 3.6713 0.2405 -3.9619
H 4.2736 1.1515 -3.9638
C 4.1857 -0.9124 -4.5660
H 5.1604 -0.9030 -5.0522
C 3.4267 -2.0874 -4.5336
H 3.8169 -2.9993 -4.9862
C 2.1700 -2.1125 -3.9201
H 1.6115 -3.0517 -3.8440
C -1.2787 0.1194 -3.6398
C -0.8673 0.7401 -4.8382
H 0.1164 0.5110 -5.2570
C -1.7102 1.6500 -5.4876
H -1.3906 2.0928 -6.4302
C -2.9518 1.9904 -4.9430
H -3.6105 2.6860 -5.4654
C -3.3378 1.4214 -3.7220
H -4.2942 1.7119 -3.2809
C -2.5237 0.4862 -3.0777
H -2.8603 0.0255 -2.1380
H -0.6886 -2.5068 -2.9935
H -1.4727 -4.7321 -5.8539
N -3.6785 -1.2828 -0.0962
C -2.7529 -2.2576 0.0206
N -1.4777 -2.0518 0.3475
C -0.7026 -3.2365 0.2102
C -1.4553 -4.3117 -0.2266
S -3.1166 -3.9091 -0.4919
C 0.7220 -3.1671 0.4335
C 1.6493 -4.1933 0.3975
S 3.2315 -3.6741 0.8561
C 2.6043 -2.0236 0.9651
N 1.3152 -1.9061 0.6815
N 3.3963 -0.9928 1.3199
H -4.6421 -1.5891 -0.1898
H -3.4747 -0.3155 0.1547
H -1.0362 -5.2931 -0.4336
H 1.4061 -5.2136 0.1172
H 4.3108 -1.2223 1.6881
H 3.0439 -0.0400 1.3516

Computed properties:
- LUMO level: -0.001 hartree
- HOMO energy: -5.177 eV
- Relative energy (zero: lowest compared OMol25 entry of this formula, charge and spin): 0.00 kJ/mol
- Max |F|: 3.33 eV Å⁻¹
- E: -79257.6479 eV
- Frontier orbital gap: 5.1 eV
- Net charge: 0

=====

(6)
A structure of composition C24H26CdClF3N4O4, computed with ωB97M-V/def2-TZVPD.

Element x y z (Å)
Cd -0.1739 0.0622 0.1537
C 1.7523 3.9731 0.9192
C 1.8902 2.5727 1.5066
C 2.7322 2.5980 2.7740
O 0.6024 2.0906 1.8932
C 2.5777 1.6686 0.4375
O 3.7765 1.8696 0.2462
O 1.8411 0.8656 -0.2251
H 1.3286 4.6475 1.6666
H 1.0914 3.9651 0.0503
H 2.7297 4.3415 0.6082
H 2.2781 3.2739 3.5022
H 3.7419 2.9254 2.5374
H 2.7902 1.6012 3.2161
H -0.0796 2.3053 1.2066
N 0.3405 0.0633 3.9377
C 0.8830 -1.1674 3.7827
O 0.7051 -2.0691 4.5913
C 1.7287 -1.3671 2.5397
C 1.0933 -2.4016 1.6160
H -0.3094 0.1827 4.6958
H 0.3988 0.7714 3.2126
H 2.7059 -1.7276 2.8695
H 1.8818 -0.4255 2.0087
H 0.8954 -3.2961 2.2193
H 1.8325 -2.6908 0.8488
Cl -3.9005 -0.5199 -4.4040
C -2.4605 -1.1225 -3.6594
C -1.9274 -2.3409 -4.0328
C -0.7811 -2.7806 -3.3921
C -0.2240 -1.9838 -2.4090
N -0.7466 -0.8111 -2.0536
C -1.8507 -0.3802 -2.6597
H -2.4114 -2.9328 -4.7982
H -0.3383 -3.7371 -3.6320
H 0.6541 -2.3005 -1.8589
H -2.2695 0.5654 -2.3375
N -0.1398 -1.8970 1.0516
C -1.0116 -2.8199 0.5511
C -2.3190 -2.4186 0.1783
C -3.2231 -3.2950 -0.3779
C -2.8944 -4.6380 -0.5783
C -1.6342 -5.0622 -0.1921
C -0.7069 -4.1869 0.3606
H -2.6078 -1.3824 0.3339
H -4.2044 -2.9272 -0.6576
H -3.6070 -5.3253 -1.0165
H -1.3514 -6.1014 -0.3288
H 0.2712 -4.5635 0.6272
F -4.1149 3.4074 -4.0292
C -4.3738 2.9806 -2.8004
F -5.6347 2.5863 -2.6870
F -5.4233 5.3318 -2.5367
C -3.4416 2.7593 -1.8789
C -2.0230 3.0742 -2.0765
C -1.1003 2.5945 -1.2271
N -1.3750 1.8575 -0.0712
C -2.7378 1.7609 0.2281
C -3.7368 2.1786 -0.5652
H -1.7188 3.6806 -2.9185
H -0.0446 2.7794 -1.4038
H -2.9586 1.3288 1.2008
H -4.7618 2.1061 -0.2288

Computed properties:
- LUMO level: 0.153 hartree
- HOMO energy: -0.972 eV
- Relative energy (zero: lowest compared OMol25 entry of this formula, charge and spin): 0.00 kJ/mol
- Max |F|: 0.45 eV Å⁻¹
- E: -64701.8721 eV
- Frontier orbital gap: 5.1 eV
- Net charge: -2